Density functional theory data (the ωB97M-V functional and the def2-TZVPD basis) for a cluster of 2 separate species, C2H6N2O in total in a non-equilibrium geometry.

XYZ file:
```
11
Properties=species:S:1:pos:R:3:forces:R:3
H 3.4220 0.7032 0.4406 -1.1 0.0 -1.5
N -0.8882 -0.0748 0.4633 -1.3 1.2 -1.6
H -1.5989 -0.9626 -1.4100 1.1 0.4 2.8
C -1.2579 1.1821 0.4658 -1.3 -0.7 -0.1
H 1.6715 1.1609 -0.0334 -1.8 2.0 -0.6
H -2.2513 1.2777 -0.1507 1.8 -0.3 0.4
H -0.1650 -0.3769 1.0808 0.7 -0.3 0.0
H -2.1979 -1.4907 0.0191 -1.0 -0.5 0.6
C 2.4258 0.4626 -0.1359 2.6 -3.6 2.6
O 2.1852 -0.7119 -0.3752 0.3 1.7 -0.5
N -1.3453 -1.1696 -0.3646 0.0 0.1 -2.1
```
Forces are in eV/Å.

Its molar mass is 74.1 g mol⁻¹. The total energy is -264.38152 hartree. For the LUMO energy, the calculation gives 0.58 eV. The energy above the lowest of the compared OMol25 structures with the same formula, charge and spin comes out at 129.1 kcal/mol. Its HOMO-LUMO gap is 9.130 eV.

Atomic partial charges in e from the natural (NBO) method, atoms 1 to 4: 0.102 -0.420 0.370 -0.106